1.
{
  "formula": "C36H32O6S2Si",
  "method": "ωB97M-V/def2-TZVPD",
  "species": ["C", "C", "C", "C", "S", "C", "C", "S", "C", "C", "C", "C", "C", "C", "O", "O", "O", "O", "C", "C", "H", "H", "H", "H", "H", "H", "H", "H", "H", "H", "H", "H", "C", "C", "C", "C", "Si", "C", "C", "C", "C", "C", "C", "C", "C", "C", "C", "C", "C", "O", "C", "C", "C", "C", "O", "C", "C", "H", "H", "H", "H", "H", "H", "H", "H", "H", "H", "H", "H", "H", "H", "H", "H", "H", "H", "H", "H"],
  "coordinates": [[1.011724, 2.819875, -3.193179], [-0.173665, 2.642976, -2.479403], [-0.140163, 2.546405, -1.092287], [1.081101, 2.637157, -0.431730], [1.076038, 2.448466, 1.355526], [1.322611, 0.689017, 1.734407], [1.205565, 0.368182, 3.034735], [1.054565, -0.654761, 0.581067], [2.545719, -1.005508, -0.358899], [2.558748, -0.768711, -1.734721], [3.713296, -1.046129, -2.469231], [4.819802, -1.624401, -1.839039], [4.764413, -1.933009, -0.473985], [3.639553, -1.597995, 0.280625], [0.768815, -1.821868, 1.393036], [0.069660, -0.186077, -0.380125], [2.175130, 3.187108, 1.923538], [-0.285816, 2.732582, 1.766476], [2.264262, 2.896811, -1.122316], [2.226137, 2.958889, -2.516607], [0.986971, 2.843834, -4.284998], [-1.138126, 2.567275, -2.982292], [-1.054098, 2.406982, -0.517872], [1.411470, -0.649536, 3.344550], [1.266455, 1.162626, 3.774974], [1.668124, -0.370723, -2.222716], [3.741996, -0.817763, -3.535048], [5.730475, -1.832472, -2.404640], [5.603977, -2.438210, 0.011010], [3.592337, -1.806527, 1.346008], [3.190543, 3.028907, -0.563977], [3.151569, 3.118953, -3.067710], [1.320890, -6.524240, 5.292154], [0.363004, -6.321068, 6.289497], [-0.243665, -5.066840, 6.438293], [0.081705, -4.006417, 5.573896], [-0.784279, -2.389963, 5.743404], [-2.606575, -2.499995, 5.962839], [-3.317138, -3.597894, 5.460077], [-4.693759, -3.706758, 5.686185], [-5.379874, -2.692740, 6.362880], [-4.683924, -1.559910, 6.804610], [-3.300638, -1.466545, 6.606491], [-0.063806, -1.146059, 6.910866], [0.008107, -1.391704, 8.293206], [0.588694, -0.449458, 9.151036], [1.151976, 0.722478, 8.638849], [1.080295, 0.970875, 7.266286], [0.414325, 0.073762, 6.425234], [-0.538095, -1.619779, 4.227960], [-1.295634, -1.201896, 3.244646], [-1.367245, 0.077890, 2.733982], [-2.349200, 0.070442, 1.637925], [-2.949183, -1.323644, 1.694040], [-2.118179, -2.060660, 2.667706], [1.041818, -4.220030, 4.575808], [1.663912, -5.467724, 4.443681], [1.803306, -7.497243, 5.179769], [0.084048, -7.138621, 6.952997], [-0.989290, -4.913134, 7.220792], [-2.794774, -4.367001, 4.890665], [-5.227354, -4.589544, 5.328894], [-6.450974, -2.786144, 6.556243], [-5.209319, -0.750075, 7.309725], [-2.759121, -0.585454, 6.958840], [-0.403783, -2.318229, 8.694552], [0.604838, -0.633644, 10.222914], [1.640755, 1.440703, 9.297454], [1.532100, 1.863351, 6.835113], [0.267696, 0.338292, 5.379156], [-0.969155, 0.962179, 3.217775], [-3.117824, 0.847918, 1.707605], [-1.849735, 0.213134, 0.663323], [-3.962656, -1.300862, 2.104186], [-2.919571, -1.852244, 0.736302], [1.299751, -3.420945, 3.879255], [2.415936, -5.612218, 3.669100]],
  "forces_ev_per_angstrom": [[0.1, -0.1, 0.0], [0.0, 0.0, 0.2], [-0.1, 0.1, 0.0], [0.2, 0.0, 0.2], [-0.8, 0.0, -0.7], [0.2, 0.0, 0.2], [2.1, 0.5, -1.2], [-0.6, -0.3, -0.5], [0.2, 0.0, 0.1], [-0.1, 0.2, 0.1], [0.1, -0.2, 0.2], [-0.2, 0.1, 0.2], [0.0, 0.1, 0.1], [-0.1, 0.1, -0.3], [0.6, 0.5, -0.5], [0.7, -0.4, 0.5], [-0.2, -0.3, -0.1], [0.7, 0.0, 0.1], [-0.1, -0.3, 0.1], [0.0, 0.1, 0.1], [0.0, 0.1, 0.3], [0.3, 0.0, 0.0], [0.3, 0.0, -0.1], [-0.6, 0.0, 0.1], [-0.3, -0.1, -0.1], [0.3, 0.0, 0.2], [0.0, -0.1, 0.3], [-0.3, 0.0, 0.1], [-0.3, 0.3, -0.2], [0.0, 0.0, -0.2], [-0.2, -0.1, -0.2], [-0.2, 0.0, 0.1], [-0.1, 0.3, 0.1], [0.0, 0.2, 0.0], [0.3, -0.2, -0.3], [0.1, -0.6, 0.3], [-0.2, 1.1, -1.7], [-0.3, -0.2, 0.2], [-0.5, 0.1, 0.3], [0.1, 0.1, -0.1], [0.4, 0.1, 0.1], [0.2, -0.2, -0.2], [-0.4, -0.2, 0.1], [0.1, 0.1, 0.5], [0.3, 0.4, -0.1], [-0.1, -0.1, -0.1], [0.0, -0.2, -0.3], [-0.3, -0.1, 0.1], [0.3, 0.2, 0.2], [0.6, -0.9, 1.0], [-0.7, 3.6, -0.5], [-0.2, -1.8, 2.4], [-0.1, 0.8, -1.6], [0.3, -0.4, 0.8], [-0.8, -1.4, -0.9], [0.1, -0.4, 0.0], [-0.2, 0.1, 0.1], [-0.2, 0.3, 0.0], [0.1, 0.2, -0.1], [0.1, -0.1, -0.2], [-0.1, 0.1, 0.2], [0.1, 0.3, 0.1], [0.3, 0.0, -0.1], [0.1, -0.2, -0.1], [-0.2, -0.3, 0.0], [0.1, 0.2, 0.0], [0.0, 0.0, -0.2], [-0.1, -0.2, -0.1], [-0.2, -0.1, 0.2], [0.1, -0.2, 0.3], [-0.3, -0.3, -0.2], [0.1, -0.1, 0.1], [-0.3, 0.1, 0.3], [0.1, -0.2, -0.1], [0.0, 0.0, 0.3], [-0.1, -0.2, 0.2], [-0.2, 0.0, 0.1]],
  "lowdin_charge": [-0.07, -0.06, -0.07, -0.29, 0.71, -0.37, 0.01, 0.73, -0.26, -0.06, -0.07, -0.07, -0.07, -0.05, -0.28, -0.31, -0.29, -0.30, -0.05, -0.08, 0.11, 0.11, 0.11, 0.09, 0.10, 0.11, 0.11, 0.11, 0.11, 0.12, 0.12, 0.11, -0.09, -0.08, -0.09, -0.22, 0.67, -0.23, -0.08, -0.08, -0.09, -0.08, -0.07, -0.22, -0.08, -0.08, -0.08, -0.07, -0.08, -0.07, -0.47, -0.08, -0.17, -0.08, 0.01, -0.07, -0.08, 0.10, 0.10, 0.10, 0.11, 0.10, 0.10, 0.10, 0.11, 0.11, 0.10, 0.10, 0.10, 0.07, 0.09, 0.12, 0.08, 0.12, 0.13, 0.10, 0.10],
  "multiplicity": 1,
  "smiles": "C1=C(O[Si](c2ccccc2)(c2ccccc2)c2ccccc2)OCC1.C=C(S(=O)(=O)c1ccccc1)S(=O)(=O)c1ccccc1",
  "lumo_energy_ev": 0.09,
  "e_homo_ev": -6.9954,
  "relative_energy_kcal_mol": 0.29
}

2.
{
  "formula": "C36H33AsIrN7OS",
  "method": "ωB97M-V/def2-TZVPD",
  "species": ["Ir", "C", "C", "C", "C", "C", "C", "N", "N", "C", "C", "C", "C", "C", "C", "H", "H", "H", "H", "H", "H", "H", "H", "H", "N", "C", "C", "C", "C", "C", "C", "C", "C", "C", "C", "C", "C", "N", "C", "C", "C", "C", "N", "H", "H", "H", "H", "H", "H", "H", "H", "H", "H", "C", "C", "C", "C", "N", "C", "S", "N", "H", "H", "H", "H", "H", "C", "As", "C", "C", "O", "H", "H", "H", "H", "H", "H", "H", "H", "H"],
  "coordinates": [[-1.214786, 0.068408, 0.149262], [0.577659, -4.199034, -2.913065], [0.746677, -2.821466, -2.919496], [-0.139412, -2.008013, -2.230694], [-1.188728, -2.571161, -1.523256], [-1.372745, -3.947356, -1.520621], [-0.490081, -4.757114, -2.218751], [-2.022969, -1.679078, -0.771790], [-3.059378, -2.190889, -0.289252], [-3.575898, -1.479473, 0.770080], [-4.800532, -1.861423, 1.336504], [-5.253962, -1.190077, 2.445415], [-4.471953, -0.156511, 2.990674], [-3.265056, 0.201888, 2.421598], [-2.785409, -0.443993, 1.272445], [1.275597, -4.835992, -3.441720], [1.566746, -2.374852, -3.466531], [-0.030793, -0.930233, -2.218318], [-2.204432, -4.366706, -0.970545], [-0.638129, -5.829511, -2.219747], [-5.355477, -2.677838, 0.889798], [-6.202714, -1.451400, 2.894637], [-4.829253, 0.376197, 3.863990], [-2.689424, 1.010104, 2.857276], [0.007168, 10.192351, -0.711443], [-0.048659, 9.044552, -0.677514], [-0.127315, 7.604448, -0.640125], [0.089474, 6.867225, -1.800101], [-0.031032, 5.487772, -1.771143], [-0.371487, 4.822735, -0.595021], [-0.566581, 5.574049, 0.563814], [-0.447101, 6.952028, 0.548379], [-0.604656, 3.352056, -0.562074], [0.428798, 2.500668, -0.742592], [1.777461, 2.849367, -1.212771], [2.505371, 1.739114, -1.297564], [1.709683, 0.606478, -0.729866], [0.365124, 1.122661, -0.545069], [-1.960754, 2.916657, -0.389452], [-3.102885, 3.722452, -0.414953], [-4.207893, 2.874822, -0.526607], [-3.717923, 1.580685, -0.547396], [-2.365288, 1.586854, -0.453307], [0.330847, 7.380719, -2.721326], [0.108478, 4.915500, -2.679965], [-0.824537, 5.061606, 1.481927], [-0.610273, 7.529547, 1.448456], [2.090540, 3.848146, -1.473588], [3.529541, 1.634165, -1.623500], [1.767965, -0.365098, -1.208283], [-3.106667, 4.800976, -0.412341], [-5.246006, 3.159740, -0.602346], [-4.268277, 0.658808, -0.639140], [4.631166, -3.127546, -2.160801], [4.742612, -2.342101, -0.888423], [5.799664, -2.509161, -0.006831], [5.745712, -1.788101, 1.174624], [4.763131, -0.945294, 1.462475], [3.810602, -0.814570, 0.527832], [2.529089, 0.296693, 0.951404], [3.749221, -1.490985, -0.622207], [5.554772, -3.658377, -2.384944], [4.380937, -2.465537, -2.989511], [3.820582, -3.854039, -2.067158], [6.618114, -3.180788, -0.224099], [6.525429, -1.884054, 1.923686], [1.361791, -3.968433, 1.025823], [0.315453, -2.625504, 1.888782], [1.240071, -2.008407, 3.444192], [-1.345754, -3.380530, 2.469078], [0.159015, -1.387448, 0.792935], [1.708069, -4.726949, 1.726041], [2.205878, -3.455005, 0.564540], [0.753346, -4.417941, 0.242563], [1.337374, -2.802493, 4.183587], [0.670767, -1.177764, 3.858123], [2.220401, -1.646885, 3.140064], [-1.154784, -4.173606, 3.191653], [-1.873750, -3.778266, 1.604259], [-1.947570, -2.592472, 2.919331]],
  "forces_ev_per_angstrom": [[-0.3, -1.2, -1.5], [0.0, 0.0, 0.1], [0.0, 0.0, 0.0], [0.1, 0.1, -0.1], [0.0, 0.5, -0.5], [-0.2, -0.1, 0.1], [0.0, 0.0, 0.0], [0.3, 0.8, 1.1], [-0.2, -0.4, 0.0], [-0.4, -0.1, -0.2], [0.0, -0.1, -0.1], [0.0, 0.1, 0.0], [0.0, -0.1, -0.1], [0.0, 0.0, 0.1], [0.5, 0.2, 0.5], [0.0, 0.0, 0.0], [0.0, 0.0, 0.0], [0.0, 0.0, -0.1], [0.0, 0.0, 0.0], [0.0, 0.0, 0.0], [0.0, 0.0, 0.0], [0.0, 0.0, 0.0], [0.0, 0.0, 0.0], [0.0, 0.0, 0.0], [0.0, 0.0, 0.0], [0.0, -0.1, 0.0], [0.0, 0.1, 0.0], [0.0, 0.0, 0.0], [-0.1, 0.0, 0.0], [-0.2, 0.0, -0.1], [0.0, 0.0, 0.0], [0.0, 0.0, 0.0], [0.1, 0.2, 0.0], [0.3, 0.0, -0.3], [-0.1, -0.1, 0.0], [-0.1, -0.1, -0.2], [0.2, 0.0, 0.8], [0.4, 0.0, 0.5], [-0.3, -0.1, 0.1], [0.1, 0.1, 0.0], [-0.1, -0.1, -0.1], [-0.1, 0.1, -0.1], [0.2, 0.3, 0.1], [0.0, 0.0, 0.0], [0.0, 0.0, 0.0], [0.0, 0.0, 0.0], [0.0, 0.0, 0.0], [0.0, 0.0, 0.0], [0.0, 0.0, 0.0], [-0.1, 0.1, -0.2], [0.0, 0.0, 0.0], [0.0, 0.0, 0.0], [0.0, 0.0, 0.1], [0.0, 0.0, 0.0], [0.0, 0.0, 0.0], [0.0, -0.1, 0.0], [0.0, 0.1, 0.0], [0.0, 0.0, 0.0], [-0.1, -0.1, 0.0], [0.2, 0.2, -0.1], [0.0, 0.1, 0.0], [0.0, 0.0, 0.0], [0.0, 0.0, 0.0], [0.0, 0.0, 0.0], [0.0, 0.0, 0.0], [0.0, 0.0, 0.0], [0.1, 0.0, -0.1], [0.0, 0.3, 0.0], [0.0, 0.0, 0.1], [-0.1, 0.0, 0.0], [0.0, -0.3, -0.1], [0.0, 0.0, 0.0], [0.0, 0.0, 0.0], [0.0, 0.0, 0.0], [0.0, 0.0, 0.0], [0.0, 0.0, 0.0], [0.0, 0.0, 0.0], [0.0, 0.0, 0.0], [0.0, 0.0, 0.0], [0.0, 0.0, 0.0]],
  "lowdin_charge": [1.37, -0.09, -0.07, -0.03, -0.25, -0.05, -0.09, -0.07, 0.10, -0.35, -0.03, -0.09, -0.07, -0.10, -0.30, 0.10, 0.11, 0.09, 0.10, 0.11, 0.11, 0.10, 0.10, 0.10, 0.15, -0.19, -0.24, -0.02, -0.02, -0.18, -0.01, -0.02, -0.12, -0.26, -0.01, -0.10, -0.55, -0.17, -0.25, -0.05, -0.09, -0.18, -0.14, 0.12, 0.13, 0.13, 0.12, 0.11, 0.11, 0.06, 0.10, 0.09, 0.10, -0.03, -0.33, -0.02, -0.13, 0.05, -0.67, 1.02, 0.11, 0.08, 0.08, 0.07, 0.11, 0.11, -0.16, 1.03, -0.19, -0.18, -0.67, 0.05, 0.03, 0.02, 0.04, 0.05, 0.01, 0.05, 0.03, 0.04],
  "multiplicity": 1,
  "lumo_energy_ev": -1.02,
  "e_homo_ev": -6.0495,
  "relative_energy_kcal_mol": 67.17
}

The calculation returns the following HOMO-LUMO gap values, one per record and in order: 7.081; 5.026 eV.